1.
A cluster of 3 separate species, C9H12F2O9 in total in a non-equilibrium geometry. Source: the Open Molecules 2025 dataset; level of theory: ωB97M-V with the def2-TZVPD basis set.

The geometry in ORCA input format:
```
! wB97M-V def2-TZVPD RIJCOSX def2/J DEFGRID3
* xyz 0 1
O 24.37481 11.76361 8.63118
C 23.27673 11.78852 8.07086
O 22.80388 10.79227 7.24598
C 21.49121 10.98726 6.74388
C 21.11440 12.27096 7.44509
F 20.18403 11.89971 8.41595
O 22.29759 12.68942 8.06532
H 21.52662 11.04336 5.65590
H 20.80336 10.14186 6.75991
H 20.70043 13.05319 6.80879
O 18.82583 3.68876 6.10349
C 19.49595 4.02529 7.06639
O 19.82542 5.34363 7.26843
C 20.43949 5.54610 8.52839
C 20.70039 4.12073 9.04537
F 20.24470 4.02218 10.33323
O 19.80649 3.36450 8.21184
H 21.28994 6.22325 8.44905
H 19.87096 6.12454 9.25661
H 21.76001 3.86558 9.05951
C 20.26870 -6.32123 12.78324
O 20.04632 -5.56043 11.60066
C 20.91866 -4.54500 11.33983
O 21.96133 -4.39526 11.97254
O 20.56784 -3.73659 10.27841
C 21.45232 -2.69800 9.84861
H 19.68274 -7.23663 12.70095
H 19.97910 -5.90287 13.74720
H 21.31231 -6.59125 12.94469
H 21.66951 -1.98231 10.64152
H 20.95171 -2.12107 9.07101
H 22.39547 -3.14292 9.53140
*
```

## Properties
Structure (SMILES)   O=C1OC[C@@H](F)O1.O=C1OC[C@@H](F)O1.COC(=O)OC
Max |F|   0.086 hartree/bohr
Lowest unoccupied orbital energy   0.0086 hartree
Energy above the lowest of the compared OMol25 structures with the same formula, charge and spin   4.8 kcal per mole
Kohn-Sham gap   11.0 eV
E_HOMO   -10.8 eV


2.
The molecule C3H5NS2 in a non-equilibrium geometry. Source: the Open Molecules 2025 dataset; level of theory: ωB97M-V with the def2-TZVPD basis set.

The geometry in ORCA input format:
```
! wB97M-V def2-TZVPD RIJCOSX def2/J DEFGRID3
* xyz 0 1
S -1.11323 -1.68357 1.87587
C -0.52545 -0.60686 0.81733
C 0.82980 0.17783 0.50335
C 0.82288 0.30000 -1.01470
S -0.92622 1.05115 -1.32763
N -1.43590 0.00792 0.04876
H 1.56661 -0.39004 0.81300
H 0.66596 1.07024 1.14047
H 0.90470 -0.67720 -1.46322
H 1.56636 0.97670 -1.52040
H -2.35551 -0.22617 0.12717
*
```

## Properties
Structure (SMILES)   S=C1CCSN1
Max |F|   0.098 hartree/bohr
Lowest unoccupied orbital energy   0.0122 hartree
Energy above the lowest of the compared OMol25 structures with the same formula, charge and spin   33.9 kcal per mole
Kohn-Sham gap   8.7 eV
E_HOMO   -8.4 eV


3.
A structure of composition C17H19BN2O4RhS in a non-equilibrium geometry. Source: the Open Molecules 2025 dataset; level of theory: ωB97M-V with the def2-TZVPD basis set.

The geometry in ORCA input format:
```
! wB97M-V def2-TZVPD RIJCOSX def2/J DEFGRID3
* xyz 1 1
Rh -0.44223 0.55953 -0.38861
C 2.58234 -0.88262 0.14465
S 1.85826 0.71645 0.52785
C 1.67458 0.55300 2.31520
H 3.59497 -0.89792 0.54272
H 2.61404 -0.98067 -0.93904
H 1.97752 -1.67946 0.56811
H 0.94838 -0.22304 2.54249
H 1.33812 1.51144 2.70282
H 2.64258 0.30667 2.74823
N 0.41677 4.50603 -1.36665
C 0.60886 3.18016 -1.31411
N -0.40861 2.55058 -0.77062
C -1.34274 3.54207 -0.43423
C -2.60572 3.46548 0.15354
C -3.28758 4.64543 0.35169
C -2.74294 5.88570 -0.02299
C -1.50254 5.97624 -0.61361
C -0.82222 4.77852 -0.80941
H 1.06415 5.17098 -1.75505
H 1.49938 2.70640 -1.69318
H -3.04796 2.52326 0.43895
H -4.27046 4.61798 0.80156
H -3.31179 6.78764 0.15551
H -1.08525 6.92760 -0.91350
O -2.84579 0.13922 1.73392
B -2.15223 0.20351 0.57329
O -2.93366 0.13234 -0.56438
C -4.23709 0.03873 -0.07156
C -5.41984 -0.03024 -0.76197
C -6.57390 -0.11099 0.01865
C -6.51847 -0.11497 1.40848
C -5.30534 -0.03871 2.09398
C -4.18249 0.03506 1.31044
H -5.44965 -0.02156 -1.84200
H -7.53554 -0.17484 -0.47134
H -7.43775 -0.17561 1.97419
H -5.24930 -0.03708 3.17290
C -0.45025 -3.09259 -1.97159
C -0.40272 -1.68522 -1.48605
O -0.27984 -1.44784 -0.21720
O -0.47429 -0.69904 -2.25086
H 0.56951 -3.44318 -2.14321
H -0.99118 -3.13614 -2.91269
H -0.90838 -3.73660 -1.22480
*
```

## Properties
Max |F|   0.027 hartree/bohr
Lowest unoccupied orbital energy (alpha / beta)   -0.1585 / -0.1564 hartree
Energy above the lowest of the compared OMol25 structures with the same formula, charge and spin   61.3 kcal per mole
Kohn-Sham gap (alpha / beta)   7.3 / 7.3 eV
E_HOMO (alpha / beta)   -11.6 / -11.6 eV


4.
A cluster of 2 separate species, C12H37NO8P3Si in total in a non-equilibrium geometry. Source: the Open Molecules 2025 dataset; level of theory: ωB97M-V with the def2-TZVPD basis set.

The geometry in ORCA input format:
```
! wB97M-V def2-TZVPD RIJCOSX def2/J DEFGRID3
* xyz -1 1
C -3.23874 -0.55648 -0.63251
C -3.10521 -1.55151 -1.78312
C -1.68810 -2.13146 -1.88999
C -1.42226 -3.27379 -0.89570
O -0.96502 -2.76294 0.31820
P -0.99954 -3.88468 1.71535
O 0.66422 -4.30978 1.50487
C -0.63224 -2.39249 2.83113
C 0.81566 -2.01499 3.06515
O 1.51254 -1.49093 1.93118
Si 1.46665 0.11456 1.59985
C 1.86171 1.22406 3.08074
C 2.82444 0.39242 0.32748
C -0.10343 0.73792 0.81145
P -3.25105 -3.54414 2.00893
N -3.88366 -5.09356 1.65782
O -3.51983 -3.44213 3.67014
H -2.67518 0.34617 -0.86981
H -4.28465 -0.27937 -0.48470
H -2.89264 -0.98899 0.30233
H -3.33821 -1.03097 -2.71657
H -3.83230 -2.35353 -1.63575
H -1.48580 -2.47199 -2.90669
H -1.00439 -1.33010 -1.60027
H -2.36233 -3.83361 -0.78535
H -0.69550 -3.96592 -1.35298
H -1.37378 -4.97231 0.81972
H -1.04528 -4.77196 2.87110
H 0.86492 -4.19026 0.57262
H -1.20532 -1.53181 2.47161
H -1.04159 -2.64497 3.81287
H 0.84725 -1.28297 3.88797
H 1.38312 -2.87174 3.42370
H 2.08058 0.64830 3.98078
H 2.69263 1.89458 2.87259
H 0.97182 1.80865 3.32152
H 3.19276 1.41444 0.43390
H 3.66903 -0.25678 0.56772
H 2.48863 0.19951 -0.68905
H -0.17933 0.37722 -0.21217
H -1.01810 0.52113 1.35808
H 0.00028 1.82563 0.73175
H -4.48647 -5.05933 0.85156
H -3.15054 -5.78796 1.52941
H -3.65404 -2.51742 3.88836
C 2.76736 2.30234 -4.08984
O 1.94901 3.42507 -3.71104
P 2.25081 4.25469 -2.33473
O 1.25791 3.66612 -1.41528
O 1.87605 5.68295 -2.98078
C 0.59704 5.84610 -3.59483
O 3.39465 4.85290 -1.38355
C 2.92007 5.67035 -0.30597
H 2.35450 1.90130 -5.01127
H 3.79855 2.60638 -4.27074
H 2.73594 1.53043 -3.31927
H -0.15529 5.24084 -3.08843
H 0.64174 5.57581 -4.64925
H 0.33549 6.89878 -3.50546
H 2.34186 5.07333 0.39471
H 2.32290 6.49843 -0.68314
H 3.80970 6.06042 0.18365
*
```

## Properties
Max |F|   0.102 hartree/bohr
Lowest unoccupied orbital energy   0.0585 hartree
Kohn-Sham gap   4.8 eV
E_HOMO   -3.3 eV